# 1
Here is a cluster of 2 separate species, C2H5IO2 in total at a distorted geometry from OMol25. Energies are from ωB97M-V/def2-TZVPD.

XYZ file:
```
10
Properties=species:S:1:pos:R:3:forces:R:3
C -0.7731 -0.4536 0.7168 -2.08 -1.29 1.83
C 0.0869 -0.0179 -0.4073 1.14 0.49 0.33
O 1.3425 -0.4230 -0.4918 1.29 -0.03 -0.37
O -0.5018 0.0956 -1.5726 -1.54 -0.07 1.64
I 0.8212 2.4514 0.9614 -0.19 -0.57 -0.55
H -1.7961 0.1402 0.8115 2.44 -1.21 -0.38
H -1.0363 -1.5878 0.4881 0.40 2.11 0.26
H -0.2384 -0.4723 1.7459 -0.80 0.34 -2.08
H 2.0926 -0.0860 0.0776 -1.93 -0.01 -0.21
H 0.0025 0.3535 -2.3296 1.27 0.25 -0.46
```
Positions in Å, forces in eV/Å.

The spin multiplicity is 1. Its HOMO energy (spin up / spin down) is -0.3025 / -0.3025 hartree. The calculation puts the LUMO energy (spin up / spin down) at -0.026 / -0.026 Ha. The frontier orbital gap (spin up / spin down) is 7.52 / 7.52 eV. As for the net charge: 0.

=====

# 2
Here is a cluster of 2 separate species, C2H5IO2 in total at a distorted geometry from OMol25. Energies are from ωB97M-V/def2-TZVPD.

XYZ file:
```
10
Properties=species:S:1:pos:R:3:forces:R:3
C -1.2638 -0.5640 -0.3154 4.36 2.20 -0.57
C -0.4754 0.5007 0.4472 0.04 -1.19 3.25
O 0.0557 1.5472 0.1704 -0.64 0.03 -1.20
O 1.8341 -0.8783 0.7210 -0.45 -0.45 0.33
I 2.7804 0.3536 -0.2382 1.53 -0.27 0.01
H -2.1849 -0.4914 0.0660 -3.61 -0.52 1.53
H -0.6714 -1.4314 -0.1515 -0.12 -1.13 0.38
H -1.2553 -0.3259 -1.3320 -0.21 0.26 -1.82
H -0.3914 0.1860 1.5660 -0.28 0.37 -1.34
H 1.5720 1.1035 -0.9334 -0.63 0.70 -0.57
```
Positions in Å, forces in eV/Å.

The spin multiplicity is 1. Its HOMO energy is -0.3272 hartree. The calculation puts the LUMO energy at 0.001 Ha. The frontier orbital gap is 8.94 eV. As for the net charge: 0.

=====

# 3
Here is a cluster of 2 separate species, C2H5IOS in total at a distorted geometry from OMol25. Energies are from ωB97M-V/def2-TZVPD.

XYZ file:
```
10
Properties=species:S:1:pos:R:3:forces:R:3
C -0.1888 0.6816 0.7461 -2.66 0.82 2.41
C 0.5760 0.0679 -0.3004 5.83 -0.28 -0.09
O -0.3011 -2.2260 0.2017 -0.89 -1.36 1.02
S -0.0004 -1.4732 -0.9823 1.09 1.11 -0.46
I -1.9637 -0.3079 -1.9903 -0.39 -0.23 -0.30
H 0.1708 1.5660 1.2483 1.11 0.32 -0.37
H -1.0436 1.1138 0.1680 -0.08 -0.53 0.96
H -0.5178 0.0829 1.6791 0.29 0.24 -2.12
H 2.2591 -0.2401 0.2902 -3.63 0.15 -1.17
H 1.0094 0.7349 -1.0603 -0.67 -0.25 0.12
```
Positions in Å, forces in eV/Å.

The spin multiplicity is 1. Its HOMO energy is -0.3528 hartree. The calculation puts the LUMO energy at -0.039 Ha. The frontier orbital gap is 8.55 eV. As for the net charge: 0.

=====

The energy relative to the best compared isomer or geometry (same formula, charge and spin) results, record by record, are as follows: 26.5, 102.8, 82.7 kcal per mole.